Record 1
2 unconnected molecules or ions with the total composition C3H3I2N. Source: the OMol25 dataset; level of theory: ωB97M-V/def2-TZVPD.

Atoms and positions in Å:
C (-0.507, 0.693, -1.191)
C (-1.035, 0.408, 1.174)
C (-1.330, 0.896, -0.042)
N (0.254, 0.706, -2.043)
I (2.502, -2.484, -1.752)
I (3.905, -2.266, 0.550)
H (-1.372, 0.787, 2.101)
H (-0.379, -0.407, 1.309)
H (-2.038, 1.667, -0.106)

Properties
LUMO level   -1.75 eV
Charge   0
Frontier orbital gap   7.56 eV

---

Record 2
A molecular structure, C34H38N6NiO6P2. Source: the OMol25 dataset; level of theory: ωB97M-V/def2-TZVPD.

Atoms and positions in Å:
Ni (-0.213, -2.518, -1.353)
C (-0.795, 0.969, 2.810)
C (-1.612, 0.800, 1.740)
C (-1.079, 1.009, 0.334)
C (0.307, 0.485, -0.086)
C (1.591, 0.794, 0.595)
C (1.749, 1.714, 1.556)
C (0.698, 2.706, 1.939)
C (-0.186, 2.353, 3.091)
C (0.728, -3.036, 0.828)
H (-0.901, 0.432, 3.769)
H (-2.684, 0.436, 1.833)
H (-1.227, 2.001, -0.113)
H (-1.711, 0.385, -0.280)
H (0.271, -0.616, -0.340)
H (0.507, 0.891, -1.095)
H (2.444, 0.130, 0.301)
H (2.717, 1.781, 2.046)
H (0.030, 2.969, 1.120)
H (1.268, 3.569, 2.292)
H (0.408, 2.175, 4.004)
H (-0.878, 3.193, 3.363)
H (0.254, -2.236, 1.465)
H (1.734, -2.770, 0.450)
H (0.858, -3.747, 1.684)
P (1.454, -1.360, -3.364)
P (-1.976, -0.690, -3.312)
N (2.907, -0.156, -3.652)
N (2.168, -2.573, -4.473)
N (-2.156, 1.079, -3.806)
N (-3.599, -1.101, -3.892)
C (0.435, -0.542, -4.652)
C (-0.968, -1.139, -4.754)
C (3.834, 0.134, -2.654)
C (4.829, 0.987, -3.162)
C (4.536, 1.184, -4.556)
C (3.350, 0.477, -4.824)
C (2.349, -3.883, -4.031)
C (2.775, -4.679, -5.096)
C (2.927, -3.819, -6.234)
C (2.542, -2.544, -5.824)
C (-2.288, 2.020, -2.769)
C (-2.218, 3.307, -3.301)
C (-2.074, 3.173, -4.724)
C (-2.042, 1.799, -5.005)
C (-4.387, -0.491, -4.884)
C (-5.370, -1.378, -5.312)
C (-5.222, -2.584, -4.531)
C (-4.154, -2.376, -3.661)
H (0.871, -0.526, -5.656)
H (0.404, 0.519, -4.381)
H (-1.456, -0.816, -5.681)
H (-0.969, -2.239, -4.755)
H (3.681, -0.237, -1.646)
H (5.696, 1.372, -2.623)
H (5.149, 1.704, -5.294)
H (2.752, 0.460, -5.740)
H (2.106, -4.141, -3.011)
H (2.980, -5.741, -5.069)
H (3.312, -4.075, -7.212)
H (2.417, -1.653, -6.409)
H (-2.450, 1.717, -1.743)
H (-2.293, 4.238, -2.745)
H (-2.031, 3.961, -5.466)
H (-1.953, 1.279, -5.960)
H (-4.174, 0.504, -5.230)
H (-6.121, -1.197, -6.075)
H (-5.837, -3.481, -4.612)
H (-3.700, -3.023, -2.919)
O (-1.538, 0.475, 5.780)
C (-0.426, 0.903, 6.164)
O (0.562, 1.441, 5.577)
C (-0.150, 0.773, 7.670)
C (1.109, 1.016, 8.226)
C (1.285, 0.934, 9.607)
C (0.209, 0.620, 10.448)
C (-1.067, 0.401, 9.877)
C (-1.242, 0.453, 8.485)
N (-2.271, 0.096, 10.625)
O (-2.255, -0.041, 11.862)
O (-3.328, 0.046, 9.953)
N (2.577, 1.115, 10.258)
O (3.576, 1.421, 9.579)
O (2.603, 0.908, 11.496)
H (1.933, 1.265, 7.589)
H (0.328, 0.542, 11.525)
H (-2.220, 0.290, 8.025)

Properties
LUMO level (spin up / spin down)   -1.60 / -3.75 eV
Charge   0
Multiplicity   3
Frontier orbital gap (spin up / spin down)   6.64 / 4.62 eV

---

Record 3
2 unconnected molecules or ions with the total composition C5H12O. Source: the OMol25 dataset; level of theory: ωB97M-V/def2-TZVPD.

Atoms and positions in Å:
C (1.401, -1.873, 0.414)
C (1.150, -0.964, -0.793)
C (1.187, 0.508, -0.481)
C (0.345, 1.413, -0.978)
O (-1.370, 1.533, 1.270)
C (-2.428, 0.785, 0.711)
H (2.314, -1.581, 0.949)
H (1.527, -2.912, 0.092)
H (0.571, -1.841, 1.129)
H (0.189, -1.212, -1.265)
H (1.923, -1.163, -1.547)
H (-0.539, 1.124, 0.997)
H (1.991, 0.843, 0.178)
H (0.424, 2.470, -0.739)
H (-0.489, 1.124, -1.617)
H (-3.071, 0.403, 1.514)
H (-2.084, -0.075, 0.115)
H (-3.039, 1.419, 0.053)

Properties
LUMO level   1.03 eV
Charge   0
Frontier orbital gap   10.73 eV

---

Record 4
C4H7FO in the gas phase. Source: the OMol25 dataset; level of theory: ωB97M-V/def2-TZVPD.

Atoms and positions in Å:
C (-0.315, -0.403, -0.719)
C (0.813, -0.963, 0.185)
C (-0.259, -0.066, 0.744)
C (-0.032, 1.403, 0.677)
H (-0.923, -1.492, -2.306)
H (0.056, 0.417, -1.330)
H (1.971, -0.689, 0.179)
H (0.257, -1.945, 0.355)
H (-0.882, -0.349, 1.498)
H (0.226, 1.683, -0.487)
H (-0.849, 1.996, 1.158)
O (-1.334, -1.217, -1.472)
F (1.271, 1.627, 1.518)

Properties
LUMO level   0.80 eV
Charge   0
Frontier orbital gap   10.83 eV

---

Record 5
2 unconnected molecules or ions with the total composition C9H9N2O. Source: the OMol25 dataset; level of theory: ωB97M-V/def2-TZVPD.

Atoms and positions in Å:
C (3.939, -0.605, 0.045)
C (3.615, 0.736, 0.495)
C (2.896, -1.299, -0.567)
C (2.432, 1.287, 0.365)
C (1.712, -0.688, -0.848)
C (1.354, 0.588, -0.347)
C (-2.614, 0.911, 0.995)
C (0.086, 1.158, -0.437)
C (-3.977, -0.611, -0.308)
N (-3.376, 0.063, 0.478)
N (-5.046, -1.285, -0.681)
O (-1.059, 1.368, -0.383)
H (4.964, -0.962, 0.286)
H (4.540, 1.269, 0.932)
H (2.982, -2.294, -0.782)
H (2.366, 2.357, 0.616)
H (0.815, -1.167, -1.198)
H (-2.910, 1.957, 0.988)
H (-2.072, 0.703, 1.855)
H (-5.750, -1.598, 0.003)
H (-4.897, -1.890, -1.509)

Properties
LUMO level (spin up / spin down)   -4.71 / -5.41 eV
Charge   +1
Frontier orbital gap (spin up / spin down)   6.56 / 4.73 eV

---

Record 6
2 unconnected molecules or ions with the total composition C8H13N2O2. Source: the OMol25 dataset; level of theory: ωB97M-V/def2-TZVPD.

Atoms and positions in Å:
C (-3.492, 0.562, 0.385)
C (-2.291, 0.268, -0.179)
C (0.910, -0.873, -0.409)
C (1.905, -1.762, 0.018)
C (1.054, 0.455, -0.213)
C (-1.372, 1.254, -0.529)
C (1.743, -3.189, 0.307)
C (2.123, 1.249, -0.834)
N (2.410, 2.425, -0.010)
N (-1.457, 2.534, 0.311)
O (3.473, 2.619, 0.516)
O (1.540, 3.242, -0.100)
H (-4.382, -0.191, 0.362)
H (-3.829, 1.602, 0.400)
H (-2.312, -0.732, -0.523)
H (-0.026, -1.192, -0.758)
H (2.784, -1.476, 0.544)
H (1.306, -3.245, 1.236)
H (1.003, -3.457, -0.439)
H (2.664, -3.737, 0.432)
H (1.868, 1.581, -1.792)
H (3.168, 0.811, -0.882)
H (-0.616, 3.015, 0.506)
H (-2.176, 2.528, 1.028)
H (-1.863, 3.061, -0.467)

Properties
LUMO level (spin up / spin down)   -5.17 / -5.17 eV
Charge   +1
Frontier orbital gap (spin up / spin down)   6.79 / 6.75 eV

---

Looking at max |F| for the records above, in order, we have 1.905; 5.189; 0.439; 3.874; 5.945; 4.229 eV/A.